1.
Density functional theory data (wB97M-V/def2-TZVPD) for a molecular structure, C25H33CdN4O5S5.

## Properties
E_HOMO in eV: -4.05
Orbital gap in eV: 6.5
F_max in hartree/bohr: 0.014
LUMO in eV: 2.482
Charge: -1
Electronic energy in eV: -101403.33217

```
73
Properties=species:S:1:pos:R:3:forces:R:3:mulliken_charge:R:1
Cd 1.13847 0.55369 0.04401 0.1 0.3 0.6 3.9203
O 1.80695 -3.68426 -0.11676 0.0 0.1 -0.1 -0.7978
C 1.67320 -2.47234 -0.24894 0.1 -0.3 0.0 -0.0328
O 1.90891 -1.56815 0.61985 -0.1 0.2 0.0 -0.5546
C 1.30815 -1.94588 -1.64840 0.2 -0.1 0.1 0.1822
C 1.14658 -2.76506 -2.75654 0.0 0.0 -0.1 -0.5571
C 0.95844 -2.17212 -3.99456 0.0 0.1 0.1 -0.4458
C 1.03328 -0.78767 -4.11555 -0.1 0.0 0.0 -0.8701
C 1.22321 -0.03992 -2.96886 0.2 0.2 -0.2 0.5313
N 1.29723 -0.62522 -1.77781 -0.1 -0.4 -0.4 0.3842
C 1.54556 1.46551 -2.98209 0.0 -0.1 0.0 -0.6425
O 1.54330 2.03951 -4.06876 -0.1 0.0 0.1 -0.7961
O 1.82950 1.95142 -1.83944 -0.2 0.0 0.2 -0.8081
H 1.16804 -3.83729 -2.63180 0.0 0.0 0.1 0.4729
H 0.77986 -2.78379 -4.87011 0.0 0.0 0.0 0.4153
H 0.96607 -0.28083 -5.06715 0.0 0.0 0.0 0.5399
C 4.22703 0.63790 0.29226 0.1 -0.1 -0.1 -1.3445
N 3.13983 1.31972 0.99979 0.2 0.1 0.0 0.8054
C 3.27401 2.76853 0.82572 -0.1 0.1 -0.1 -1.2566
C 3.15165 0.92444 2.40623 -0.2 -0.1 0.2 -1.2330
C 1.91343 1.39360 3.15623 0.2 0.0 -0.2 -1.1152
N 0.66083 0.86579 2.61244 -0.1 -0.1 -0.2 0.9518
C 0.45282 -0.52259 3.04893 0.1 -0.1 0.1 -1.0390
C -0.43636 1.70396 3.09876 -0.1 0.1 0.0 -1.2197
H 5.20351 0.89740 0.72580 0.0 0.0 0.0 0.3550
H 4.21275 0.93530 -0.75618 0.0 0.0 0.0 0.2833
H 4.07917 -0.43981 0.35387 0.0 0.0 0.0 0.3028
H 4.19213 3.14631 1.29858 0.0 -0.1 0.0 0.3183
H 2.40885 3.28155 1.24194 0.0 0.0 0.0 0.2552
H 3.29654 2.98454 -0.24074 0.0 0.0 0.0 0.2858
H 4.03596 1.33856 2.91502 0.0 -0.1 -0.1 0.4525
H 3.20723 -0.16503 2.44327 0.1 0.0 0.0 0.3637
H 1.86645 2.48313 3.12132 -0.1 0.0 0.0 0.4625
H 2.01957 1.09959 4.21140 0.0 0.1 0.0 0.4013
H 0.49802 -0.60632 4.14526 0.0 0.1 0.0 0.3458
H 1.19487 -1.17605 2.59744 0.0 0.0 0.0 0.3268
H -0.52346 -0.87006 2.71715 0.0 0.0 -0.1 -0.0010
H -0.42834 1.76910 4.19690 0.0 -0.1 0.0 0.3553
H -1.39308 1.28760 2.79159 0.0 0.0 0.0 0.2546
H -0.34993 2.70372 2.67861 0.0 0.0 0.0 0.3820
O -0.14375 3.18558 0.43463 0.1 0.0 -0.3 -0.3749
C -0.19290 4.06848 -0.69159 0.1 0.2 0.0 -0.4615
C -1.45024 3.91370 -1.53563 0.2 -0.1 0.1 -0.8186
C -1.58517 2.50777 -2.15754 -0.1 0.1 0.1 -0.2181
C -2.43797 1.60367 -1.31634 -0.1 0.0 -0.1 0.8037
C -3.76938 1.38582 -1.64576 0.0 -0.1 0.0 -0.9910
C -4.56601 0.62805 -0.80122 0.0 0.1 0.0 -0.4777
C -4.00494 0.10445 0.34566 0.1 -0.1 0.0 -1.2319
C -2.65868 0.33743 0.58080 -0.1 0.2 0.1 -0.4850
N -1.89053 1.09029 -0.20640 0.0 0.1 -0.1 0.3620
H -0.70645 2.41302 0.22631 -0.1 0.0 0.2 0.2007
H 0.68414 3.89847 -1.32064 0.0 0.0 0.0 0.1421
H -0.14969 5.08657 -0.29203 0.0 0.0 0.0 0.4359
H -1.39354 4.65084 -2.33906 0.0 0.0 0.0 0.4454
H -2.33363 4.14572 -0.93245 0.0 0.0 -0.1 0.2810
H -0.59446 2.07529 -2.26036 0.0 0.0 -0.1 -0.7467
H -2.01797 2.57883 -3.15481 0.0 0.0 0.0 0.6685
H -4.17332 1.81481 -2.55307 0.0 0.0 0.0 0.4503
H -5.61238 0.47082 -1.02996 0.0 -0.1 0.0 0.4064
H -4.57459 -0.49949 1.03723 0.0 0.0 0.0 0.5336
H -2.19717 -0.04235 1.47842 0.0 -0.2 0.0 0.2847
C -0.74645 -5.90085 -1.06596 -0.3 0.1 0.1 -0.2628
S -2.48080 -5.38009 -1.23469 0.0 0.0 0.0 -0.1555
C -2.72860 -4.57800 0.29883 -0.1 0.0 0.0 -0.0489
C -2.28017 -3.32326 0.59690 -0.3 -0.3 0.3 -0.2814
S -1.44066 -2.25279 -0.40613 0.1 0.2 0.0 0.1044
S -2.70012 -2.84134 2.26632 -0.1 -0.2 -0.5 -0.1003
C -3.67114 -4.20439 2.71435 0.1 0.0 -0.2 0.0407
S -4.49039 -4.29470 4.14142 -0.1 0.0 0.3 -0.3261
S -3.66779 -5.43319 1.51254 0.1 0.4 0.0 -0.1824
H -0.45202 -6.28901 -2.04072 0.1 0.0 0.0 0.2839
H -0.67087 -6.68376 -0.31433 0.1 0.0 0.0 0.3313
H -0.13262 -5.04487 -0.79341 0.1 0.0 0.0 -0.2461
```
Positions in Å, forces in eV/Å.

---

2.
Density functional theory data (wB97M-V/def2-TZVPD) for 15 unconnected molecules or ions with the total composition C4H38NO14S.

## Properties
E_HOMO in eV: -5.03
Orbital gap in eV: 7.6
F_max in hartree/bohr: 0.035
LUMO in eV: 2.556
Charge: -1
Electronic energy in eV: -45758.71929
Relative energy (zero: lowest compared OMol25 entry of this formula, charge and spin) in kJ/mol: 0.0

```
58
Properties=species:S:1:pos:R:3:forces:R:3:mulliken_charge:R:1
C -0.21830 2.65869 -1.21706 -0.3 0.3 -0.5 -1.0638
N -0.60961 1.44918 -0.49118 0.3 0.2 0.2 0.2299
C 0.44501 0.41452 -0.41972 -0.7 0.1 -1.3 1.7569
C -0.04913 -0.85420 -1.10069 0.8 -1.1 1.2 -1.0284
S 1.28056 -2.19472 -1.07620 -0.7 0.7 0.0 -0.4949
C -0.09520 3.95464 -0.41593 0.7 -1.2 1.1 -0.8385
H -0.89305 2.83640 -2.06112 -0.3 -0.1 -0.1 0.7770
H 0.72530 2.46412 -1.71720 0.3 0.0 0.0 0.1845
H -0.95856 1.66908 0.43178 -0.1 0.0 0.0 0.2080
H 1.28390 0.77437 -0.99889 0.3 0.1 0.5 -1.1532
H 0.74309 0.17672 0.59726 0.0 0.1 0.2 -0.1297
H -0.92755 -1.15694 -0.53534 -0.1 -0.3 -0.1 0.1130
H -0.36769 -0.76499 -2.12934 0.2 0.6 -0.2 0.5350
H -0.96201 4.15361 0.22163 -0.3 0.3 -0.5 0.2745
H 0.19828 4.77179 -1.07093 -0.2 0.2 0.2 0.3697
H 0.67726 3.74281 0.33793 -0.1 0.6 -0.4 0.2650
H -1.31810 -1.93186 -3.38193 -0.2 -0.1 -0.2 0.3957
H -0.17099 -2.80004 -2.95834 0.3 -0.2 0.3 0.3263
O -0.97832 -2.82961 -3.49186 -0.2 0.2 -0.3 -0.7054
H -2.90821 -2.98733 -2.00308 0.4 -0.2 -0.3 0.2621
H -1.97316 -3.06657 -0.76002 -0.5 0.2 -0.7 0.3017
O -2.77793 -2.64380 -1.12135 0.2 -0.2 1.0 -0.5777
H -3.00972 1.14432 -2.64429 0.0 -0.1 0.1 0.3068
H -1.82058 0.39374 -2.06278 -0.3 0.2 0.2 0.3321
O -2.56633 0.28583 -2.67554 0.0 0.1 -0.2 -0.6868
H 0.20219 -0.02691 4.20438 0.1 0.7 -0.2 0.3411
H 0.51997 1.51984 3.89176 -0.4 0.0 0.0 0.2853
O 0.87590 0.63387 3.93742 0.1 -0.7 0.3 -0.6692
H 2.23250 -0.38843 -2.51823 0.0 0.0 0.8 0.1900
H 2.35709 0.41813 -3.73066 0.1 0.5 -0.4 0.2721
O 2.44167 0.53386 -2.78134 -0.1 -0.8 -0.8 -0.6452
H 2.80786 -0.99997 1.95005 0.2 0.0 0.2 0.3575
H 2.03568 -0.46652 3.18766 -0.1 0.3 0.0 0.3395
O 2.53556 -1.21934 2.85069 0.2 -0.5 -0.1 -0.7451
H 2.54090 2.14266 2.00260 0.2 -0.2 0.0 0.3140
H 2.28469 2.59778 0.55579 0.5 -0.1 -0.1 0.2796
O 2.04597 2.77395 1.48070 -0.4 0.2 0.5 -0.7483
H 3.10611 1.78660 -1.60861 0.0 -0.1 -0.1 0.2505
H 3.72728 1.31008 -0.31987 0.0 -0.3 0.0 0.4979
O 3.43173 2.11828 -0.76264 0.1 0.7 0.0 -0.8042
H 1.05162 -3.85129 1.62383 0.3 0.8 0.6 0.2965
H 1.50947 -2.86327 2.82327 0.4 0.1 -0.7 0.4333
O 0.93596 -3.60000 2.56098 -0.7 -0.8 0.0 -0.7128
H 4.08504 -1.02437 -0.57276 0.0 0.1 0.2 0.3823
H 2.78114 -0.84829 0.12922 0.4 0.2 -0.6 0.0514
O 3.69857 -0.46190 0.11447 -0.4 -0.6 0.3 -0.7640
H -0.54175 -2.49228 3.04532 0.0 -0.2 0.4 0.3917
H -0.45007 -1.09866 2.58902 -0.3 0.0 0.3 0.3181
O -0.87069 -1.60871 3.30617 0.3 0.3 -0.8 -0.7203
H -2.41725 2.99552 -1.09270 -0.4 0.1 -0.6 0.2447
H -3.51944 2.57963 -0.26736 -0.5 0.0 0.1 0.3343
O -3.38696 2.91084 -1.16213 0.8 0.0 0.4 -0.7191
H -3.16774 -1.59288 1.02334 0.3 -0.2 0.0 0.3044
H -4.02189 -0.96739 -0.05550 0.2 -0.3 0.4 0.3084
O -3.93670 -1.03649 0.91321 -0.6 0.4 -0.4 -0.6289
H -3.35705 0.81399 2.29208 0.3 0.0 0.2 0.3020
H -3.93586 1.12916 1.00392 0.1 -0.1 -0.1 0.3599
O -3.37225 1.54712 1.66736 -0.3 0.2 0.0 -0.6573
```
Positions in Å, forces in eV/Å.

---

3.
Density functional theory data (wB97M-V/def2-TZVPD) for a molecular structure, C45H36BaN12O8S.

## Properties
E_HOMO in eV: -2.63
Orbital gap in eV: 6.5
F_max in hartree/bohr: 0.071
LUMO in eV: 3.883
Charge: -2
Electronic energy in eV: -93037.97889
Relative energy (zero: lowest compared OMol25 entry of this formula, charge and spin) in kJ/mol: 0.0

```
103
Properties=species:S:1:pos:R:3:forces:R:3:mulliken_charge:R:1
Ba 14.16211 10.27056 14.78088 0.3 0.5 -0.4 0.0004
C 11.44258 12.82800 10.64245 -1.3 -0.8 0.6 -0.7534
C 11.86572 14.12921 10.54203 1.2 0.4 1.2 -0.5037
C 12.90402 14.54350 11.38236 0.2 -0.9 -0.8 -0.6898
C 13.55843 13.61048 12.22104 -1.2 0.2 0.8 0.1098
N 13.09829 12.33614 12.36624 -0.6 0.9 -0.8 0.8570
C 12.05687 12.00415 11.57639 1.3 -1.2 0.0 -0.5659
N 14.52655 14.09214 13.07825 0.8 -1.0 -0.2 -0.7227
C 15.56763 13.32480 13.29643 -0.5 0.5 -0.5 0.4134
N 16.38413 13.49786 14.37661 -0.5 0.0 -1.2 -0.6183
C 17.25720 12.48207 14.39564 0.2 -0.6 0.9 0.6785
N 18.10091 12.36214 15.39927 -0.5 -0.1 -0.5 -0.6915
C 18.50475 11.11714 15.79467 0.4 0.7 -0.8 0.3790
C 19.79252 10.97238 16.34419 -0.5 -0.4 1.0 -0.7844
C 20.16901 9.70737 16.73781 1.7 1.3 -0.4 -0.3405
C 19.39981 8.60182 16.41354 0.3 -1.2 0.0 -0.7733
C 18.14066 8.81997 15.89738 0.1 1.9 -0.3 -0.3866
N 17.68702 10.07836 15.63843 -0.2 -1.2 0.3 0.7008
C 17.04982 11.56436 13.18382 -0.6 0.9 0.0 -0.4505
C 17.64223 10.42103 12.73599 0.8 -0.7 0.1 -0.0944
C 17.20272 9.81155 11.56242 0.4 -0.4 0.3 -0.4629
C 16.16509 10.34865 10.84518 0.1 1.6 0.5 -0.7934
C 15.61631 11.58271 11.23147 -0.8 -0.7 -0.7 0.2612
C 16.01839 12.13537 12.42297 0.3 0.8 1.5 0.2192
H 10.48803 12.51999 10.18468 0.8 -0.1 -0.1 0.3088
H 11.37956 14.77228 9.84941 -0.2 0.7 -0.4 0.4121
H 13.38145 15.50228 11.35281 -0.2 0.5 -0.1 0.4827
H 11.87645 10.91559 11.58374 -0.5 0.6 0.2 0.3296
H 20.39880 11.84674 16.56916 -0.1 -0.2 -0.2 0.4352
H 21.19912 9.67492 17.14699 -0.8 -0.6 -0.1 0.3176
H 19.84999 7.60352 16.48554 -0.6 0.3 0.2 0.3986
H 17.43336 8.07971 15.58465 0.0 -0.5 0.2 0.0280
H 18.41020 9.94967 13.33034 0.1 -0.1 -0.1 0.4805
H 17.66362 8.87554 11.26764 -0.1 0.0 0.0 0.3643
H 15.70750 9.88337 10.01729 -0.1 -0.7 -0.9 0.4403
H 14.77179 11.93176 10.61165 0.7 0.1 0.6 0.2772
S 11.76908 12.46103 15.57377 0.0 0.3 -0.7 -0.3671
C 12.22914 12.46514 17.20550 0.6 0.0 0.9 -0.1066
N 12.54764 13.50289 17.96500 -0.4 -1.1 -0.9 -0.4122
N 12.53888 14.68969 17.27308 -0.2 -1.3 -0.6 -0.0510
C 13.13673 15.79763 17.80862 -0.5 -1.1 1.1 0.5199
C 13.35071 16.85039 16.96498 0.5 1.2 -0.8 -0.4631
C 13.96025 18.00495 17.40242 -0.1 0.8 1.1 -0.5346
C 14.16850 18.18886 18.80746 0.6 0.7 -1.8 -0.4837
C 13.86762 17.14959 19.64750 0.3 -0.9 -0.3 -0.5155
C 13.43905 15.90936 19.16126 -0.6 -0.2 1.3 -0.2785
N 12.38778 11.19669 17.90978 -0.3 1.5 -0.2 -0.3031
N 12.44271 10.17127 17.21042 0.1 1.4 -0.9 0.5902
C 12.52843 9.02239 17.99194 0.5 -0.5 0.1 -0.6448
C 13.04031 7.84791 17.43394 -0.9 -0.4 0.0 0.7909
C 13.14422 6.74155 18.30191 0.1 1.8 -1.9 -1.0123
C 12.79856 6.82146 19.59890 -0.6 0.1 2.5 -0.4137
C 12.35362 8.01081 20.18126 -0.2 1.1 -2.0 -0.6980
C 12.19842 9.13861 19.32312 0.3 -2.4 2.8 -0.2308
H 12.48272 14.57646 16.23692 0.0 0.1 0.8 0.1687
H 13.01922 16.69758 15.95331 0.3 0.2 -0.5 0.4199
H 14.21777 18.80101 16.69297 -0.2 -0.3 0.3 0.3358
H 14.66799 19.09701 19.19384 -0.5 -0.5 -0.3 0.3119
H 14.08108 17.29171 20.68289 0.0 -0.2 0.7 0.3424
H 13.19557 15.06686 19.85361 0.4 0.8 -0.8 0.3344
H 13.19835 7.75283 16.32972 0.2 0.1 1.2 0.1898
H 13.57137 5.87379 17.93884 0.6 -1.7 -0.8 0.5670
H 12.86274 5.94133 20.23370 0.2 0.0 -0.1 0.3370
H 12.11726 8.08818 21.22960 -0.1 -0.1 0.1 0.4069
H 11.90398 10.06099 19.78421 -0.2 0.3 -0.3 0.4775
O 13.75922 7.42781 10.82020 -0.1 1.0 1.0 -0.8730
C 14.23872 7.80866 11.92143 0.5 -1.1 -1.9 -0.1576
O 14.13108 8.94833 12.45500 -0.6 -0.1 0.3 -0.2019
C 15.09713 6.72434 12.58007 0.0 0.4 1.9 0.1336
C 15.31747 5.54909 11.90566 -0.4 -0.2 0.5 -0.6050
C 15.88071 4.44425 12.59735 -0.3 1.3 -2.4 -0.7149
C 16.40482 4.52565 13.85043 -1.1 2.5 1.0 -0.3300
C 16.11621 5.66481 14.58687 -0.2 0.6 -1.7 -0.2460
C 15.46800 6.84440 14.01153 -0.5 0.5 0.8 0.0086
O 15.22261 7.87940 14.75404 0.5 -1.6 -1.0 1.4086
N 16.67484 5.68947 15.92080 -2.4 0.2 -0.3 0.9353
O 15.88954 5.82798 16.85830 1.0 0.0 -0.2 -0.5868
O 17.85698 5.51464 15.97286 1.6 -0.2 1.1 -0.5806
N 16.00715 3.20299 11.92130 0.6 0.1 3.1 1.0353
O 16.50002 2.35177 12.67668 0.0 -1.4 -1.6 -0.6996
O 15.59004 3.03424 10.81651 -0.2 -0.6 -1.5 -0.6717
H 14.93568 5.49996 10.87022 0.3 -0.2 0.8 0.5332
H 16.97118 3.76905 14.28158 0.7 -1.2 0.6 0.6557
C 9.71859 8.12352 15.06739 -1.6 1.0 -1.2 -1.0599
C 10.50301 8.40552 13.77725 1.1 0.0 2.7 -0.5208
O 11.84893 8.78047 14.10826 0.4 -0.8 -0.8 0.2864
H 8.69015 7.88157 14.67132 0.8 -0.4 0.7 0.3610
H 9.51777 9.06722 15.58820 0.5 -0.1 0.2 0.2228
H 10.11476 7.39031 15.77226 0.0 -0.1 -0.4 0.2520
H 10.09808 9.22110 13.26999 -1.1 1.4 -0.8 0.3535
H 10.45095 7.56872 13.14128 0.4 -1.3 -0.8 0.4450
H 12.41443 8.54967 13.33245 -0.2 0.3 0.4 -0.0515
C 16.26159 12.63197 19.69506 0.3 0.9 1.4 -0.4961
C 16.06843 11.29832 19.50062 0.4 -1.8 1.0 -1.0843
C 15.60729 10.89936 18.28887 -0.1 1.0 -1.7 -0.5182
N 15.39275 11.74014 17.24452 -0.4 0.3 0.8 1.2891
C 15.51796 13.05535 17.47960 0.3 -0.5 0.0 -0.3170
C 15.94574 13.53603 18.74284 -0.3 0.7 -2.3 -0.9620
H 16.63327 13.01955 20.62829 0.2 -0.1 0.4 0.3712
H 16.32175 10.52397 20.25580 -0.3 0.8 -0.5 0.3982
H 15.41725 9.88644 18.06599 -0.1 -1.2 -0.1 0.5952
H 15.32508 13.68753 16.59904 0.2 -0.1 0.6 0.3001
H 16.10001 14.60383 18.87581 -0.1 -0.2 0.1 0.5522
```
Positions in Å, forces in eV/Å.

---

Q: Which value of F_max does entry 2 give?
A: 0.035 hartree/bohr

---

Q: Which of these has the highest electronic energy?
A: C4H38NO14S